{"formula": "C4H13NOS", "method": "the ωB97M-V functional and the def2-TZVPD basis", "total_charge": 0, "e_above_lowest_kcal_mol": 20.0, "e_lumo_ev": 0.717, "multiplicity": 1, "homo_ev": -8.60, "smiles": "CSCCCN.O", "gap_ev": 9.32, "elements": ["S", "O", "N", "C", "C", "C", "C", "H", "H", "H", "H", "H", "H", "H", "H", "H", "H", "H", "H", "H"], "positions_angstrom": [[-1.433, -0.099, 1.101], [-1.968, -3.854, 3.724], [-0.792, 4.810, 2.650], [-0.915, 2.487, 1.896], [-0.851, 3.434, 3.080], [-0.908, 1.013, 2.380], [0.000, 0.000, 0.000], [-1.648, 0.900, 3.195], [-1.905, 2.600, 1.414], [0.599, 0.903, 0.207], [-1.672, 4.877, 2.128], [0.161, 3.271, 3.500], [-0.143, 2.705, 1.133], [-0.044, 5.000, 1.974], [0.642, -0.887, 0.136], [-1.585, 3.218, 3.880], [-2.290, -3.066, 3.231], [-0.335, 0.033, -1.050], [-1.052, -3.996, 3.394], [0.091, 0.782, 2.798]], "atomic_forces_ev_per_a": [[0.0, -0.6, -0.4], [0.6, 0.6, -0.8], [-1.7, 0.8, -0.4], [-1.6, -1.0, 0.3], [2.9, -0.5, -0.1], [0.5, 1.1, 0.4], [0.5, -0.2, -0.4], [0.4, 0.1, -0.3], [0.4, 0.2, -0.1], [-0.4, -0.4, -0.1], [0.4, 0.9, 0.0], [-0.5, -0.3, 0.5], [-0.3, -0.1, 0.6], [-0.3, -0.4, 0.4], [-0.2, 0.4, -0.1], [0.2, 0.4, -0.6], [0.4, -0.8, 0.5], [0.1, 0.0, 0.5], [-1.0, 0.2, 0.3], [-0.5, -0.3, -0.2]], "nbo_charge": [0.20, -0.94, -0.82, -0.42, -0.22, -0.55, -0.76, 0.23, 0.20, 0.22, 0.34, 0.18, 0.20, 0.35, 0.22, 0.20, 0.47, 0.23, 0.47, 0.21]}